23
Properties=species:S:1:pos:R:3:lowdin_charge:R:1 method="wB97M-V/def2-TZVPD" fmax_ev_per_a=4.63 lumo_ha=0.0252 smiles="CS(=O)(=O)[C@H]1C=CCC12CC2" total_energy_ev=-23417.295 de_lowest_kj_mol=194.1 homo_lumo_gap_ev=10.090
C -1.697 -2.256 -1.677 -0.062
S -1.358 -1.086 -0.146 0.658
O -2.366 -0.097 -0.099 -0.298
O -1.297 -2.036 0.958 -0.354
C 0.237 -0.268 -0.468 -0.270
C 0.145 0.619 -1.646 -0.093
C 0.494 1.840 -1.250 -0.049
C 1.086 1.955 0.187 -0.110
C 0.793 0.661 0.782 -0.422
C 1.656 0.111 1.857 -0.045
C 0.099 0.323 2.071 -0.051
H -1.897 -1.520 -2.479 0.059
H -0.859 -2.882 -1.639 0.029
H -2.566 -2.649 -1.156 0.050
H 0.882 -1.083 -0.605 0.106
H -0.404 0.260 -2.506 0.104
H 0.361 2.740 -1.871 0.111
H 2.253 1.934 0.006 0.162
H 0.827 2.911 0.600 0.112
H 2.252 0.865 2.204 0.066
H 2.027 -0.926 1.944 0.118
H -0.504 -0.552 2.110 0.048
H -0.163 1.137 2.824 0.131

58
Properties=species:S:1:pos:R:3:lowdin_charge:R:1 method="wB97M-V/def2-TZVPD" fmax_ev_per_a=3.03 lumo_ha=-0.0140 total_energy_ev=-107172.741 de_lowest_kj_mol=0.0 homo_lumo_gap_ev=6.449
Cu 13.215 9.287 8.959 0.209
N 13.151 13.381 8.993 0.048
C 13.868 12.138 9.448 -0.333
C 15.247 12.006 8.724 -0.118
C 15.966 10.693 9.034 -0.323
N 15.131 9.587 8.323 0.027
C 16.124 10.359 10.537 -0.089
C 14.746 10.445 11.215 -0.333
N 13.747 9.398 10.844 -0.007
C 13.975 11.780 10.962 -0.090
H 12.238 13.045 7.680 0.059
H 13.896 14.048 8.646 0.121
H 12.587 13.829 9.697 0.098
H 13.228 11.324 9.004 0.084
H 16.020 12.757 9.057 0.133
H 15.132 12.075 7.569 0.149
H 16.935 10.713 8.499 0.137
H 15.647 8.684 8.334 0.112
H 15.123 9.951 7.364 0.089
H 16.736 11.106 10.987 0.107
H 16.554 9.324 10.568 0.133
H 14.849 10.450 12.340 0.146
H 12.834 9.569 11.327 0.069
H 14.070 8.460 11.204 0.134
H 14.500 12.574 11.518 0.120
H 12.985 11.662 11.414 0.115
O 11.504 12.802 7.027 0.060
C 11.499 11.499 6.742 -0.413
O 12.408 10.729 7.097 0.025
C 10.258 11.095 5.926 -0.083
C 9.474 12.178 5.513 0.015
C 8.272 11.888 4.798 -0.050
C 7.654 10.640 4.726 0.025
C 8.443 9.636 5.339 -0.138
C 9.698 9.808 5.916 0.081
N 7.814 8.364 5.638 -0.322
O 6.744 8.105 5.064 0.062
O 8.418 7.649 6.446 0.069
H 9.876 13.163 5.725 0.116
H 7.815 12.736 4.303 0.100
H 6.689 10.474 4.220 0.130
H 10.184 8.988 6.368 0.116
O 9.752 10.451 9.351 -0.291
S 10.238 9.321 10.118 0.695
O 10.793 9.701 11.409 -0.324
N 11.450 8.501 9.283 -0.196
C 11.199 7.218 8.995 -0.843
S 12.292 6.191 8.195 0.577
C 9.832 6.856 9.369 -0.228
C 9.137 5.634 9.202 0.007
C 7.766 5.577 9.573 -0.034
C 7.134 6.744 10.053 -0.074
C 7.837 7.905 10.247 -0.071
C 9.174 7.922 9.985 -0.239
H 9.586 4.827 8.692 0.088
H 7.205 4.691 9.448 0.089
H 6.034 6.730 10.317 0.126
H 7.378 8.815 10.667 0.132

14
Properties=species:S:1:pos:R:3:lowdin_charge:R:1 method="wB97M-V/def2-TZVPD" fmax_ev_per_a=2.68 lumo_ha=0.0420 total_energy_ev=-6346.350 de_lowest_kj_mol=427.8 homo_lumo_gap_ev=9.857
C -1.389 1.426 -0.400 0.036
C -0.956 1.216 0.741 -0.168
C -0.209 0.352 1.550 -0.092
C 0.402 -0.940 0.310 -0.197
C 1.347 -0.427 -0.754 -0.140
C -0.073 -0.844 -1.041 -0.175
H -1.973 2.084 -1.002 0.057
H 0.718 0.769 1.956 0.097
H -0.805 -0.183 2.303 0.095
H 0.518 -1.805 0.957 0.114
H 2.223 -0.999 -1.082 0.092
H 1.520 0.654 -0.753 0.094
H -0.835 0.287 -1.061 0.084
H -0.487 -1.589 -1.724 0.102

61
Properties=species:S:1:pos:R:3:lowdin_charge:R:1 method="wB97M-V/def2-TZVPD" fmax_ev_per_a=0.56 lumo_ha="-0.3600 / -0.4336" total_energy_ev=-171850.857 de_lowest_kj_mol=58.2 multiplicity=6 homo_lumo_gap_ev="7.402 / 6.221" charge=+3
Co -0.651 0.401 -0.114 0.691
N -2.691 -3.114 1.418 0.193
C -3.401 -3.888 0.501 -0.180
C -3.975 -5.088 0.886 0.032
C -4.672 -5.826 -0.052 0.028
C -4.804 -5.379 -1.378 0.012
C -4.237 -4.191 -1.771 -0.039
C -3.525 -3.433 -0.828 -0.387
S -2.806 -1.977 -1.353 1.264
N -2.077 -1.349 -0.003 -0.253
C -2.101 -1.940 1.162 -0.271
C -1.404 -1.232 2.274 -0.166
C -1.517 -1.597 3.600 0.044
C -0.828 -0.869 4.566 0.031
C -0.055 0.205 4.167 0.022
C -0.002 0.518 2.818 -0.098
N -0.658 -0.179 1.884 0.022
H -2.596 -3.506 2.345 0.161
H -3.882 -5.443 1.906 0.140
H -5.125 -6.764 0.240 0.141
H -5.354 -5.975 -2.093 0.141
H -4.329 -3.839 -2.791 0.136
H -2.143 -2.419 3.919 0.130
H -0.904 -1.142 5.610 0.144
H 0.497 0.800 4.881 0.139
H 0.579 1.364 2.472 0.095
C 2.837 0.429 0.577 -0.203
P 1.670 1.555 -0.233 0.932
C 2.415 1.917 -1.835 -0.193
C 1.553 3.075 0.741 -0.392
C 2.699 3.682 1.251 -0.044
C 2.598 4.863 1.975 -0.008
C 1.358 5.443 2.198 -0.010
C 0.208 4.849 1.696 -0.048
C 0.303 3.667 0.963 -0.389
P -1.186 2.959 0.230 0.962
C -2.539 2.923 1.433 -0.195
C -1.746 4.028 -1.106 -0.185
H 3.825 0.895 0.598 0.070
H 2.910 -0.485 -0.014 0.071
H 2.540 0.182 1.594 0.044
H 3.449 2.220 -1.651 0.079
H 1.884 2.714 -2.343 0.058
H 2.403 1.023 -2.459 0.070
H 3.676 3.244 1.089 0.120
H 3.492 5.329 2.367 0.134
H 1.282 6.362 2.764 0.134
H -0.751 5.320 1.874 0.120
H -2.781 3.950 1.716 0.074
H -2.272 2.363 2.328 0.046
H -3.420 2.483 0.964 0.070
H -2.094 4.951 -0.631 0.083
H -2.569 3.561 -1.646 0.066
H -0.936 4.251 -1.793 0.067
F -0.275 -0.344 -1.928 -0.368
As -1.178 0.747 -3.209 0.800
F -0.293 2.037 -2.438 -0.298
F -2.076 1.818 -4.136 -0.140
F 0.124 0.470 -4.243 -0.153
F -2.008 -0.645 -3.708 -0.223
F -2.270 0.880 -1.784 -0.324

64
Properties=species:S:1:pos:R:3:lowdin_charge:R:1 method="wB97M-V/def2-TZVPD" fmax_ev_per_a=0.99 lumo_ha="-0.1648 / -0.1518" total_energy_ev=-99894.909 de_lowest_kj_mol=33.5 multiplicity=2 homo_lumo_gap_ev="6.732 / 7.081" charge=+1
V 1.571 -0.614 -1.502 1.081
O -1.402 -0.280 -4.162 0.069
C -1.498 1.068 -4.298 -0.249
C -2.499 1.644 -5.073 -0.009
C -2.615 3.018 -5.166 -0.057
C -1.735 3.846 -4.476 -0.069
C -0.744 3.278 -3.702 -0.016
C -0.605 1.893 -3.607 -0.084
C 0.463 1.334 -2.765 -0.365
O 1.026 0.168 -3.082 -0.107
N 0.822 1.975 -1.701 0.085
N 1.791 1.237 -1.004 -0.208
C 2.453 1.924 -0.107 -0.881
S 2.316 3.628 0.001 1.042
C 3.382 3.753 1.468 -0.469
C 4.403 2.637 1.426 -0.449
S 3.505 1.119 0.993 1.032
H -2.104 -0.696 -4.677 0.116
H -3.191 0.998 -5.601 0.121
H -3.396 3.445 -5.780 0.114
H -1.822 4.920 -4.550 0.109
H -0.045 3.900 -3.159 0.116
H 2.748 3.681 2.351 0.066
H 3.859 4.732 1.440 0.093
H 4.864 2.476 2.399 0.095
H 5.176 2.812 0.680 0.093
O 0.752 -1.463 -0.307 -0.338
Si -0.329 -1.557 1.016 0.615
C 0.019 -3.189 1.803 -0.241
C -1.030 -3.976 2.283 -0.077
C -0.773 -5.180 2.925 -0.070
C 0.534 -5.612 3.088 -0.069
C 1.589 -4.844 2.609 -0.072
C 1.333 -3.640 1.973 -0.093
C 0.119 -0.112 2.097 -0.230
C -0.196 1.190 1.691 -0.112
C 0.122 2.279 2.492 -0.097
C 0.763 2.080 3.710 -0.085
C 1.087 0.794 4.123 -0.072
C 0.763 -0.292 3.324 -0.078
C -2.011 -1.375 0.266 -0.240
C -3.026 -0.671 0.920 -0.084
C -4.290 -0.563 0.357 -0.068
C -4.555 -1.160 -0.868 -0.070
C -3.559 -1.866 -1.527 -0.079
C -2.296 -1.973 -0.965 -0.088
H -2.055 -3.649 2.151 0.105
H -1.594 -5.780 3.293 0.109
H 0.735 -6.551 3.586 0.109
H 2.608 -5.186 2.732 0.108
H 2.164 -3.050 1.599 0.102
H -0.710 1.360 0.750 0.108
H -0.150 3.278 2.176 0.109
H 0.987 2.926 4.349 0.110
H 1.574 0.636 5.077 0.110
H 0.997 -1.293 3.667 0.105
H -2.831 -0.200 1.877 0.107
H -5.066 -0.016 0.874 0.109
H -5.542 -1.078 -1.305 0.109
H -3.768 -2.344 -2.475 0.106
H -1.530 -2.537 -1.485 0.106
F 4.495 -0.365 -2.235 0.195
B 3.701 -1.024 -1.411 -0.613
F 4.245 -1.892 -0.578 0.183